No. 1
Computed, not measured: a structure of composition C30H45AsN5O2Pd, with ωB97M-V/def2-TZVPD.

Results
ΔE to the lowest compared entry with this formula, charge and spin, eV: 0.000
Net charge: -1
Max |F|, eV/Å: 0.270
Electronic energy, hartree: -3958.1048
Kohn-Sham gap, eV: 5.828

Geometry as XYZ:
```
84
Properties=species:S:1:pos:R:3:forces:R:3
Pd 0.515 0.136 0.190 -0.1070 -0.0782 0.0781
C -3.195 -3.367 0.905 0.0173 -0.0079 0.0339
O -2.488 -3.270 -0.324 0.0384 -0.0302 0.0295
C -2.341 -2.063 -0.938 -0.1551 -0.0143 -0.0924
O -1.804 -2.030 -2.017 0.0580 0.0201 0.0328
N -2.906 -1.011 -0.268 0.0715 0.0529 -0.0085
N -2.617 0.279 -0.777 0.0222 -0.1072 0.1353
H -3.276 -4.430 1.117 0.0022 -0.0068 -0.0045
H -4.194 -2.934 0.826 0.0024 -0.0012 -0.0024
H -2.651 -2.884 1.719 -0.0246 -0.0173 -0.0320
H -2.854 -1.073 0.743 0.0051 -0.0011 0.0049
H -1.745 0.577 -0.315 0.0134 0.1567 -0.2196
H -3.372 0.884 -0.477 0.0026 -0.0132 0.0268
N 1.159 -0.996 -1.501 -0.0437 0.0018 -0.0547
C 2.433 -1.706 -1.726 -0.0059 -0.0351 0.0153
C 3.607 -0.804 -2.108 0.0133 -0.0574 -0.0716
C 4.423 -0.185 -0.978 0.0230 -0.0096 0.0089
C 3.710 0.947 -0.250 -0.0342 -0.0576 0.0507
N 3.299 2.002 -1.182 0.0385 0.0975 0.0123
H 0.395 -1.668 -1.539 -0.0335 0.0458 -0.0229
H 0.981 -0.369 -2.281 0.0502 0.0050 -0.0009
H 2.299 -2.429 -2.540 -0.0285 -0.0289 0.0432
H 2.660 -2.275 -0.822 0.0379 0.0280 0.0012
H 3.244 0.004 -2.751 0.0052 -0.0036 -0.0165
H 4.282 -1.406 -2.723 -0.0113 0.0043 -0.0025
H 5.357 0.199 -1.406 -0.0034 0.0027 0.0063
H 4.703 -0.961 -0.255 -0.0057 0.0097 0.0025
H 4.350 1.337 0.548 0.0163 0.0266 0.0064
H 2.813 0.544 0.235 0.0220 0.0169 0.0581
H 3.823 2.850 -1.016 -0.0322 0.0293 0.0091
H 2.317 2.218 -1.039 -0.0277 -0.0108 0.0506
C 6.200 2.812 3.955 -0.0031 -0.0027 -0.0006
C 4.781 2.839 3.452 0.0350 0.0157 -0.0261
C 4.344 3.821 2.579 0.0203 0.0183 0.0212
C 3.042 3.829 2.085 -0.0332 -0.0173 -0.0002
C 2.648 4.951 1.155 -0.0096 0.0114 -0.0491
C 2.131 2.830 2.465 -0.0233 -0.0107 0.1110
As 0.437 2.877 1.417 0.0277 -0.0550 -0.0253
N -0.424 1.303 1.656 0.0755 -0.0123 0.0787
C -1.244 0.865 2.646 0.0590 -0.0513 0.0617
C -1.459 -0.533 2.777 -0.0004 -0.0045 0.0043
C -2.279 -1.063 3.756 -0.0146 -0.0007 0.0178
C -2.945 -0.244 4.664 0.0026 -0.0046 -0.0045
C -2.743 1.127 4.562 0.0011 0.0123 -0.0060
C -1.918 1.673 3.592 -0.0423 0.0097 -0.0194
C -0.612 4.345 2.320 0.0779 0.0416 0.1548
C -1.580 4.894 1.466 0.0256 -0.0004 -0.0178
C -1.902 4.271 0.128 -0.0263 0.0266 -0.0218
C -2.293 6.029 1.847 -0.0471 -0.0061 0.0031
C -2.082 6.641 3.071 -0.0083 0.0153 0.0064
C -2.855 7.867 3.480 0.0033 0.0012 -0.0035
C -1.159 6.064 3.933 -0.0058 -0.0043 -0.0172
C -0.433 4.926 3.592 -0.0567 0.0093 -0.0902
C 0.447 4.332 4.661 0.0279 -0.0536 -0.0592
C 2.560 1.836 3.364 0.0350 0.1137 0.0062
C 1.669 0.744 3.885 -0.0470 -0.0467 -0.1040
C 3.870 1.867 3.837 -0.0090 -0.0305 -0.0206
H 6.711 3.752 3.743 -0.0011 0.0005 0.0016
H 6.768 2.009 3.479 -0.0032 0.0050 0.0014
H 6.234 2.641 5.032 0.0005 -0.0013 0.0016
H 5.029 4.608 2.272 -0.0036 -0.0031 0.0000
H 3.484 5.636 1.011 0.0049 0.0080 0.0070
H 1.805 5.523 1.548 -0.0153 0.0114 0.0118
H 2.340 4.569 0.178 0.0055 0.0102 0.0295
H -0.902 -1.172 2.094 -0.0063 -0.0010 0.0005
H -2.388 -2.141 3.831 0.0056 0.0050 0.0074
H -3.587 -0.662 5.429 0.0005 0.0004 0.0024
H -3.239 1.797 5.256 -0.0031 -0.0009 0.0019
H -1.801 2.746 3.554 -0.0114 -0.0103 -0.0219
H -1.929 3.181 0.185 -0.0206 0.0225 -0.0017
H -1.156 4.533 -0.625 0.0057 -0.0334 0.0059
H -2.876 4.619 -0.221 0.0004 0.0146 -0.0108
H -3.040 6.432 1.171 0.0018 0.0017 0.0010
H -3.501 8.210 2.672 -0.0010 -0.0008 0.0007
H -2.183 8.685 3.746 -0.0007 0.0019 -0.0006
H -3.483 7.665 4.350 0.0010 -0.0011 0.0006
H -1.014 6.498 4.918 0.0014 0.0010 -0.0007
H 0.177 4.748 5.634 0.0117 -0.0244 -0.0186
H 1.503 4.530 4.490 0.1000 0.0070 -0.0585
H 0.328 3.250 4.706 -0.0006 -0.0076 -0.0058
H 1.345 0.085 3.077 -0.0030 0.0112 -0.0004
H 0.762 1.146 4.340 -0.0369 -0.0128 -0.0079
H 2.198 0.158 4.638 -0.0245 0.0027 -0.0220
H 4.185 1.097 4.535 0.0015 0.0025 -0.0010
```
Forces are in eV/Å.

***

No. 2
Computed, not measured: a structure of composition C30H19FeN7S3, with ωB97M-V/def2-TZVPD.

Results
ΔE to the lowest compared entry with this formula, charge and spin, eV: 0.585
Net charge: +1
2S+1: 2
Max |F|, eV/Å: 1.267
Electronic energy, hartree: -3996.0021
Kohn-Sham gap (alpha / beta), eV: 6.496 / 6.664

Geometry as XYZ:
```
60
Properties=species:S:1:pos:R:3:forces:R:3
Fe 0.956 0.545 0.115 0.2683 1.0357 0.6788
S 1.033 2.211 1.583 0.0993 0.6880 -0.2093
C -0.399 3.201 1.303 0.2581 -0.2577 0.0832
C -0.485 4.548 1.612 -0.0366 -0.0226 -0.0349
C -1.692 5.215 1.414 0.1371 0.2775 0.1217
C -1.762 6.622 1.721 -0.1492 -0.1581 -0.0816
N -1.819 7.745 1.955 0.0515 -0.0280 0.0145
C -2.802 4.528 0.912 -0.2925 -0.0803 -0.1433
C -2.705 3.175 0.599 0.0546 0.0743 0.0693
C -1.503 2.517 0.804 -0.0061 -0.3597 -0.1313
S -1.276 0.810 0.439 -0.3405 0.0527 0.2521
C -4.060 5.193 0.684 0.2180 0.1066 0.1095
N -5.063 5.722 0.501 0.0024 -0.0657 -0.0287
H 0.366 5.090 2.001 0.0133 -0.0236 -0.0131
H -3.567 2.657 0.201 0.0147 -0.0254 0.0062
N -0.521 -3.312 1.087 -0.1432 -0.0458 -0.3057
C -1.731 -3.603 0.391 0.3118 0.0827 0.1776
C -2.655 -4.470 0.939 -0.1371 -0.0446 -0.0136
C -3.840 -4.725 0.259 0.0105 0.0006 0.0070
C -4.105 -4.089 -0.943 0.0602 0.0225 0.0227
C -3.180 -3.196 -1.470 -0.0788 -0.0134 -0.0042
C -1.980 -2.972 -0.814 -0.2983 -0.0407 -0.1354
S -0.775 -1.929 -1.555 0.3685 0.0282 0.2615
N 0.136 -1.435 -0.175 -0.0220 -0.0106 -0.6777
C 0.173 -2.171 0.877 0.2249 0.1153 0.4735
C 1.104 -1.694 1.946 -0.1192 -0.1480 -0.3882
C 1.397 -2.400 3.096 0.0853 0.0212 0.0137
C 2.359 -1.894 3.959 -0.0409 -0.1212 0.0465
C 2.997 -0.714 3.635 0.0561 0.1168 -0.0592
C 2.628 -0.054 2.476 -0.0314 -0.1866 -0.0025
N 1.695 -0.529 1.647 -0.1571 -0.1004 0.3964
H -0.417 -3.759 1.981 -0.0233 0.0047 0.0229
H -2.460 -4.951 1.890 0.0268 0.0173 -0.0011
H -4.560 -5.413 0.680 0.0098 0.0004 0.0027
H -5.030 -4.276 -1.469 0.0027 -0.0044 0.0061
H -3.391 -2.684 -2.401 0.0248 0.0130 0.0136
H 0.913 -3.336 3.329 -0.0067 0.0049 0.0118
H 2.608 -2.429 4.866 0.0036 0.0156 0.0018
H 3.757 -0.285 4.271 0.0003 -0.0236 0.0090
H 3.081 0.890 2.206 0.0003 0.0103 0.0052
C -0.692 2.418 -3.318 0.0768 -0.0663 -0.0279
C -0.367 1.322 -4.109 -0.0214 0.0316 0.0761
C 0.571 0.400 -3.656 -0.3348 0.6412 -0.1558
C 1.140 0.655 -2.427 0.9310 -0.6216 0.1674
N 0.778 1.659 -1.614 -0.6913 -0.7746 -0.3664
C -0.130 2.529 -2.056 0.0822 0.0210 -0.0644
C 2.302 -0.163 -1.910 -0.3309 0.4681 -0.4207
C 2.698 -1.359 -2.491 0.2413 -0.0710 0.0264
C 3.877 -1.935 -2.053 0.0501 0.0853 0.1415
C 4.612 -1.305 -1.050 -0.0686 -0.0658 -0.1525
C 4.099 -0.157 -0.480 -0.0554 0.0540 0.0428
N 2.959 0.411 -0.890 -0.2840 -0.6507 0.1502
H -1.397 3.163 -3.657 0.0054 -0.0076 -0.0011
H -0.835 1.194 -5.077 0.0005 0.0027 0.0055
H 0.854 -0.452 -4.254 0.0515 0.0361 -0.0157
H -0.401 3.326 -1.378 -0.0525 -0.0153 -0.0031
H 2.106 -1.833 -3.260 0.0121 0.0289 -0.0102
H 4.226 -2.861 -2.490 0.0071 0.0074 0.0058
H 5.556 -1.705 -0.709 -0.0111 -0.0059 -0.0057
H 4.618 0.345 0.327 -0.0279 -0.0253 0.0303
```
Forces are in eV/Å.

***

No. 3
Computed, not measured: the ion C5H7N2O4 with charge -1, with ωB97M-V/def2-TZVPD.

Results
ΔE to the lowest compared entry with this formula, charge and spin, eV: 3.500
Net charge: -1
Max |F|, eV/Å: 3.602
Electronic energy, hartree: -605.1490
Kohn-Sham gap (alpha / beta), eV: 6.873 / 6.876

Geometry as XYZ:
```
18
Properties=species:S:1:pos:R:3:forces:R:3
C 0.547 -0.478 0.919 1.0059 -0.3166 -2.6718
C -1.145 1.029 -1.344 -1.0178 -0.2988 2.5770
C -0.209 -1.300 0.140 -0.7904 -1.3294 3.1867
C 0.309 0.588 -1.676 0.4814 1.5029 -1.0949
C 0.404 -0.589 2.387 0.0342 -0.9600 0.7344
N 1.534 0.341 0.382 -0.5471 0.5292 2.1395
N 1.367 0.629 -0.885 1.5183 0.8985 -3.1407
O -1.840 1.025 -2.376 -0.2198 -0.0989 -1.1472
O -1.521 1.327 -0.177 1.3219 -0.3650 -1.6432
O 0.489 0.625 -3.050 -0.6368 -0.3636 1.1837
O -0.628 0.214 2.878 -2.7423 0.7915 -0.9495
H -0.817 -2.049 0.719 0.6324 0.6091 -0.9201
H -0.263 -1.324 -0.912 -0.3213 0.0391 -0.6890
H 1.231 -0.195 3.047 -0.0823 -1.2567 -1.1600
H 0.114 -1.702 2.455 0.8114 1.3123 0.9427
H 2.299 0.964 -1.354 -2.2147 -1.1618 0.8193
H -0.514 0.608 -3.332 1.1800 0.5425 0.7095
H -1.358 0.285 2.179 1.5869 -0.0744 1.1234
```
Forces are in eV/Å.

***

Q: The lowest electronic energy belongs to which entry?
A: C30H19FeN7S3